{
  "formula": "C9H14",
  "method": "wB97M-V/def2-TZVPD",
  "lumo_ev": 1.08,
  "smiles": "Cc1ccccc1.CC",
  "symbols": ["C", "C", "C", "C", "C", "C", "C", "H", "H", "H", "H", "H", "H", "H", "H", "C", "C", "H", "H", "H", "H", "H", "H"],
  "coordinates": [[0.914, 0.839, -1.971], [0.759, -0.879, -0.143], [1.131, 0.436, -0.536], [0.789, -1.166, 1.207], [0.728, -0.128, 2.168], [1.376, 1.372, 0.440], [1.078, 1.149, 1.797], [0.622, -1.664, -0.864], [0.621, -2.179, 1.555], [0.979, 0.003, -2.671], [1.562, 1.620, -2.338], [0.619, -0.351, 3.221], [1.521, 2.415, 0.199], [1.082, 1.891, 2.577], [-0.117, 1.193, -2.021], [-2.235, -1.202, -1.395], [-3.014, -0.232, -0.524], [-2.596, -2.233, -1.292], [-2.324, -0.967, -2.457], [-1.188, -1.131, -1.080], [-3.740, -0.670, 0.177], [-3.730, 0.450, -1.011], [-2.311, 0.364, 0.064]]
}

---

{
  "formula": "C9H14",
  "method": "wB97M-V/def2-TZVPD",
  "lumo_ev": 1.00,
  "smiles": "Cc1ccccc1.CC",
  "symbols": ["C", "C", "H", "H", "H", "H", "H", "H", "C", "C", "C", "C", "C", "C", "C", "H", "H", "H", "H", "H", "H", "H", "H"],
  "coordinates": [[-0.420, 4.214, -1.170], [1.005, 3.697, -1.278], [-0.683, 4.779, -2.061], [-1.128, 3.398, -1.050], [-0.553, 4.907, -0.341], [1.724, 4.527, -1.336], [1.207, 3.194, -2.229], [1.328, 3.097, -0.432], [1.607, -3.458, 0.865], [-1.834, -0.942, 0.417], [-1.778, -1.833, 1.479], [-0.744, -0.738, -0.414], [-0.672, -2.682, 1.576], [0.343, -1.597, -0.296], [0.397, -2.559, 0.706], [-2.715, -0.323, 0.282], [-2.593, -1.909, 2.181], [-0.707, 0.132, -1.064], [-0.716, -3.388, 2.395], [1.210, -1.458, -0.936], [2.511, -2.853, 0.837], [1.629, -4.200, 0.061], [1.581, -4.006, 1.808]]
}

---

Computed energy above the lowest of the compared OMol25 structures with the same formula, charge and spin, in the same sequence as the records: 19.49, 6.23 kcal per mole.
Computed orbital gap, in the same sequence as the records: 0.3706, 0.3689 Eh.